{"formula": "C4H2Cl4N2", "method": "the ωB97M-V functional and the def2-TZVPD basis", "species": ["C", "C", "C", "C", "N", "N", "Cl", "Cl", "Cl", "Cl", "H", "H"], "coordinates": [[1.62363, 0.39606, -0.09359], [0.92256, -0.58918, 0.59926], [0.28237, -1.29463, -0.44110], [-1.87181, 0.67067, 0.77779], [1.48835, 0.24915, -1.42776], [0.63678, -0.79851, -1.64758], [0.92408, -0.87220, 2.25170], [-2.67428, -0.74263, 0.21530], [-1.68369, 0.93631, 2.44924], [-2.33590, 1.93518, -0.21828], [2.38464, 1.07700, 0.16977], [0.30328, -0.96723, -2.63475]], "atomic_forces_ev_per_a": [[0.0596, -1.1355, -2.4982], [-0.8077, -0.6236, -2.0759], [0.6225, 0.3250, 0.2239], [-0.4868, -0.5763, -0.0876], [-0.2457, 0.2524, 0.1477], [-0.0825, 0.5714, 0.4588], [0.1308, -0.4589, 0.8046], [0.0568, -0.7763, 0.6288], [-0.3421, 0.1163, -0.1845], [0.2340, 1.4979, -0.3061], [0.3389, 0.7278, 0.8231], [0.5221, 0.0797, 2.0653]], "homo_ha": [-0.309, -0.332], "multiplicity": 3, "relative_energy_kcal_mol": 0.0}

---

{"formula": "C4H2ClFS", "method": "the ωB97M-V functional and the def2-TZVPD basis", "species": ["C", "C", "C", "C", "F", "S", "Cl", "H", "H"], "coordinates": [[-0.73109, -0.92978, -0.90583], [0.63759, 0.48503, 1.06036], [-0.04546, -1.88729, -0.65002], [0.34341, 1.63641, 1.16972], [0.55908, -2.76724, 0.12712], [-1.43814, 0.45171, -1.65530], [0.06032, 3.19304, 0.98241], [-0.07750, 0.29038, -1.66740], [0.69178, -0.47227, 1.53894]], "atomic_forces_ev_per_a": [[-1.1409, -1.2709, -0.0514], [0.0828, -1.4368, 1.6499], [0.1430, -0.8943, 1.5292], [0.2831, -0.0099, -0.5805], [-0.3945, 0.7357, -1.0624], [0.9740, -0.7608, 0.2903], [-0.4045, 1.7380, -0.0764], [0.1678, 1.9859, -1.0860], [0.2892, -0.0870, -0.6128]], "homo_ha": -0.338, "multiplicity": 1, "relative_energy_kcal_mol": 151.7, "smiles": "C#CCl.FC#CS"}

---

What did the second record say?
{"formula": "C4H2ClFS", "method": "the ωB97M-V functional and the def2-TZVPD basis", "species": ["C", "C", "C", "C", "F", "S", "Cl", "H", "H"], "coordinates": [[-0.73109, -0.92978, -0.90583], [0.63759, 0.48503, 1.06036], [-0.04546, -1.88729, -0.65002], [0.34341, 1.63641, 1.16972], [0.55908, -2.76724, 0.12712], [-1.43814, 0.45171, -1.65530], [0.06032, 3.19304, 0.98241], [-0.07750, 0.29038, -1.66740], [0.69178, -0.47227, 1.53894]], "atomic_forces_ev_per_a": [[-1.1409, -1.2709, -0.0514], [0.0828, -1.4368, 1.6499], [0.1430, -0.8943, 1.5292], [0.2831, -0.0099, -0.5805], [-0.3945, 0.7357, -1.0624], [0.9740, -0.7608, 0.2903], [-0.4045, 1.7380, -0.0764], [0.1678, 1.9859, -1.0860], [0.2892, -0.0870, -0.6128]], "homo_ha": -0.338, "multiplicity": 1, "relative_energy_kcal_mol": 151.7, "smiles": "C#CCl.FC#CS"}